1.
Density functional theory data (ωB97M-V/def2-TZVPD) for a structure of composition C32H23Cl2CsN4O3.

Calculated values
Kohn-Sham gap (eV): 6.28
HOMO energy (eV): -6.5
Total energy (eV): -71254.27845
Energy relative to the best compared isomer or geometry (same formula, charge and spin) (kJ/mol): 51.0

Atoms and positions in Å:
Cs  0.805  -0.757  -0.200
C  2.076  -3.372  4.514
O  1.997  -1.936  4.558
C  1.454  -1.563  3.377
N  1.063  -2.472  2.582
C  1.208  -3.745  3.294
C  -0.142  -4.323  3.670
C  -1.293  -3.545  3.674
C  -2.506  -4.093  4.064
C  -2.580  -5.421  4.453
C  -1.434  -6.204  4.450
C  -0.223  -5.657  4.057
C  1.381  -0.089  3.179
C  2.435  0.715  3.595
C  2.378  2.073  3.322
C  1.280  2.579  2.653
C  0.261  1.698  2.298
N  0.308  0.394  2.558
C  -0.899  2.186  1.506
N  -1.002  3.359  1.042
C  -2.229  3.390  0.236
C  -2.923  2.061  0.615
O  -1.866  1.282  1.223
C  -1.951  3.522  -1.248
C  -2.828  4.264  -2.033
C  -2.641  4.354  -3.404
C  -1.569  3.708  -4.002
C  -0.687  2.970  -3.226
C  -0.880  2.874  -1.858
H  1.709  -3.760  5.461
H  3.123  -3.646  4.373
H  1.729  -4.456  2.651
H  -1.237  -2.511  3.357
H  -3.399  -3.482  4.060
H  -3.528  -5.847  4.754
H  -1.484  -7.243  4.747
H  0.667  -6.276  4.046
H  3.279  0.276  4.107
H  3.192  2.723  3.612
H  1.185  3.621  2.385
H  -2.831  4.243  0.550
H  -3.321  1.501  -0.227
H  -3.696  2.207  1.372
H  -3.659  4.780  -1.565
H  -3.326  4.938  -4.004
H  -1.413  3.783  -5.070
H  0.157  2.475  -3.686
H  -0.189  2.311  -1.244
Cl  4.652  2.144  -2.728
C  3.368  1.431  -3.652
C  3.375  1.606  -5.038
C  2.384  1.078  -5.817
Cl  2.420  1.320  -7.541
C  1.324  0.342  -5.231
C  0.249  -0.203  -5.967
C  -0.749  -0.860  -5.309
C  -0.662  -0.978  -3.908
N  0.319  -0.506  -3.192
C  1.325  0.160  -3.826
C  2.377  0.718  -2.967
O  2.316  0.537  -1.718
H  4.180  2.172  -5.485
H  0.232  -0.081  -7.041
H  -1.596  -1.282  -5.831
H  -1.463  -1.490  -3.379


2.
Density functional theory data (ωB97M-V/def2-TZVPD) for a structure of composition C32H23NO7PReS.

Calculated values
Charge: +1
Kohn-Sham gap (spin up / spin down) (eV): 6.76 / 6.94
Multiplicity: 2
HOMO energy (spin up / spin down) (eV): -10.9 / -10.9
Total energy (eV): -71628.04862
Energy relative to the best compared isomer or geometry (same formula, charge and spin) (kJ/mol): 0.0

Atoms and positions in Å:
Re  0.051  0.295  1.321
O  -1.742  3.553  3.079
C  -0.793  2.910  2.724
O  -0.991  1.748  2.078
C  0.614  3.368  2.977
C  0.726  4.554  3.702
C  1.953  5.115  3.999
C  3.115  4.495  3.564
C  3.033  3.321  2.839
C  1.794  2.749  2.544
S  1.995  1.273  1.575
H  -0.193  5.023  4.025
H  2.004  6.035  4.567
H  4.084  4.923  3.785
H  3.938  2.833  2.495
O  0.937  -1.340  0.438
C  1.317  -2.418  0.910
C  1.064  -2.825  2.263
C  1.488  -4.105  2.655
C  1.210  -4.532  3.918
C  0.516  -3.736  4.828
C  0.092  -2.484  4.450
C  0.367  -2.011  3.169
O  -0.062  -0.762  2.882
N  1.657  -5.882  4.332
O  1.482  -6.189  5.488
O  2.162  -6.580  3.483
H  1.846  -3.100  0.238
H  2.025  -4.749  1.970
H  0.323  -4.117  5.821
H  -0.453  -1.841  5.128
O  -0.484  0.938  -0.463
P  -0.790  0.419  -1.898
C  0.627  0.677  -2.927
C  0.506  0.558  -4.315
C  1.616  0.760  -5.117
C  2.837  1.091  -4.539
C  2.955  1.218  -3.163
C  1.850  1.011  -2.349
C  -2.176  1.338  -2.501
C  -2.295  2.682  -2.132
C  -3.352  3.431  -2.616
C  -4.282  2.849  -3.470
C  -4.162  1.518  -3.843
C  -3.110  0.754  -3.358
C  -1.235  -1.302  -1.868
C  -2.279  -1.674  -1.012
C  -2.604  -3.011  -0.861
C  -1.893  -3.978  -1.567
C  -0.869  -3.610  -2.428
C  -0.530  -2.270  -2.575
H  -0.451  0.323  -4.767
H  1.529  0.669  -6.191
H  3.700  1.259  -5.171
H  3.906  1.484  -2.721
H  1.936  1.116  -1.276
H  -1.574  3.129  -1.459
H  -3.453  4.469  -2.327
H  -5.111  3.438  -3.841
H  -4.891  1.071  -4.505
H  -3.026  -0.288  -3.638
H  -2.848  -0.918  -0.481
H  -3.416  -3.300  -0.207
H  -2.145  -5.024  -1.447
H  -0.330  -4.365  -2.985
H  0.284  -1.985  -3.229


3.
Density functional theory data (ωB97M-V/def2-TZVPD) for a structure of composition C32H24BrF3FeN4O4.

Calculated values
Charge: +1
Kohn-Sham gap (spin up / spin down) (eV): 7.97 / 7.10
Multiplicity: 6
HOMO energy (spin up / spin down) (eV): -11.1 / -11.0
Total energy (eV): -160301.14772
Energy relative to the best compared isomer or geometry (same formula, charge and spin) (kJ/mol): 37.6

Atoms and positions in Å:
Fe  -0.694  0.081  0.961
O  -0.304  -6.325  -2.074
C  -1.018  -5.287  -2.706
C  -0.972  -4.059  -1.842
C  -1.625  -2.897  -2.236
C  -1.541  -1.777  -1.437
N  -0.873  -1.773  -0.284
C  -0.275  -2.892  0.123
C  -0.286  -4.051  -0.638
C  0.362  -2.804  1.458
C  0.858  -3.914  2.117
C  1.382  -3.786  3.396
C  1.893  -5.007  4.124
O  0.925  -6.036  4.154
C  1.376  -2.527  3.974
C  0.876  -1.461  3.250
N  0.388  -1.579  2.015
H  -0.377  -7.127  -2.599
H  -2.068  -5.559  -2.866
H  -0.587  -5.042  -3.683
H  -2.186  -2.856  -3.161
H  -2.008  -0.844  -1.721
H  0.221  -4.948  -0.320
H  0.810  -4.893  1.662
H  2.238  -4.733  5.124
H  2.744  -5.419  3.579
H  0.208  -5.785  4.745
H  1.752  -2.368  4.975
H  0.863  -0.472  3.685
O  -4.241  -0.018  2.839
C  -3.272  0.336  2.220
O  -2.375  -0.451  1.674
C  -2.975  1.801  1.969
C  -3.878  2.808  2.257
C  -3.519  4.111  1.950
C  -2.278  4.353  1.373
C  -1.430  3.287  1.135
N  -1.774  2.036  1.441
H  -4.830  2.549  2.698
H  -4.199  4.928  2.148
H  -1.971  5.354  1.104
H  -0.458  3.420  0.676
F  2.363  3.667  -7.277
C  1.221  4.150  -6.754
F  0.266  4.023  -7.686
F  1.413  5.467  -6.551
C  0.868  3.447  -5.472
C  -0.337  2.780  -5.330
C  -0.631  2.140  -4.137
C  0.280  2.165  -3.082
C  1.492  2.844  -3.236
C  1.784  3.481  -4.426
C  -0.021  1.498  -1.848
C  -0.266  0.935  -0.797
H  -1.045  2.760  -6.147
H  -1.572  1.619  -4.016
H  2.201  2.864  -2.419
H  2.722  4.005  -4.548
Br  4.806  1.963  0.752
C  3.195  2.024  1.716
C  3.061  2.819  2.841
C  1.840  2.827  3.498
C  0.809  2.051  3.005
N  0.947  1.281  1.920
C  2.119  1.266  1.283
H  3.889  3.418  3.193
H  1.688  3.434  4.379
H  -0.164  2.047  3.481
H  2.189  0.650  0.397


4.
Density functional theory data (ωB97M-V/def2-TZVPD) for a structure of composition C32H24N10PbS2.

Calculated values
Charge: +4
Kohn-Sham gap (eV): 4.96
HOMO energy (eV): -18.7
Total energy (eV): -75356.27665

Atoms and positions in Å:
Pb  0.169  -0.193  -0.142
C  -4.642  0.393  0.627
C  -3.156  0.522  0.535
N  -2.313  -0.403  0.778
N  -2.716  -1.628  1.206
C  -1.807  -2.474  1.721
N  -2.217  -3.589  2.279
S  -0.124  -2.135  1.666
C  -2.513  1.811  0.187
C  -3.176  3.010  0.380
C  -2.521  4.207  0.100
C  -1.226  4.172  -0.384
C  -0.616  2.938  -0.547
N  -1.240  1.791  -0.253
H  -4.984  0.506  1.661
H  -5.149  1.147  0.030
H  -4.982  -0.582  0.272
H  -3.703  -1.852  1.261
H  -3.195  -3.814  2.414
H  -1.548  -4.241  2.669
H  -4.189  3.022  0.759
H  -3.026  5.152  0.260
H  -0.691  5.076  -0.640
H  0.391  2.864  -0.941
S  6.416  3.055  3.268
N  4.900  2.941  3.782
C  4.181  2.469  2.781
C  2.771  2.147  2.820
C  1.920  2.460  3.887
C  0.596  2.066  3.838
C  0.146  1.359  2.730
N  0.957  1.085  1.709
C  2.230  1.486  1.716
C  3.006  1.261  0.508
N  2.380  0.724  -0.548
C  3.010  0.583  -1.714
C  4.339  0.958  -1.871
C  5.013  1.496  -0.793
C  4.343  1.658  0.427
C  4.954  2.211  1.616
N  6.232  2.500  1.774
H  2.312  3.024  4.725
H  -0.088  2.293  4.644
H  -0.875  1.002  2.661
H  2.449  0.161  -2.539
H  4.822  0.841  -2.832
H  6.048  1.809  -0.867
C  -2.670  -1.169  -3.631
C  -2.006  -0.572  -2.562
N  -0.874  -1.073  -2.079
C  -0.312  -2.167  -2.634
C  -0.899  -2.807  -3.735
C  -2.107  -2.276  -4.226
C  -0.279  -3.977  -4.287
C  0.848  -4.486  -3.746
C  1.461  -3.859  -2.611
C  2.608  -4.364  -1.968
C  3.124  -3.717  -0.869
C  2.519  -2.536  -0.436
N  1.434  -2.057  -1.030
C  0.892  -2.698  -2.074
H  -3.596  -0.743  -3.989
H  -2.389  0.327  -2.095
H  -2.577  -2.737  -5.086
H  -0.748  -4.463  -5.133
H  1.302  -5.381  -4.152
H  3.076  -5.267  -2.344
H  3.985  -4.101  -0.339
H  2.914  -1.980  0.408